# 1
77
Properties=species:S:1:pos:R:3 method="wB97M-V/def2-TZVPD" total_energy_ha=-5716.75874 de_lowest_kj_mol=283.5 lumo_energy_ha="0.0896 / 0.0895" s2=2.03 multiplicity=3 gap_ha="0.185 / 0.269" charge=-1
Ti 0.33 1.15 -0.57
N -5.06 0.54 0.46
C -3.91 1.14 0.87
N -2.77 0.59 0.90
C -2.61 -0.72 0.46
N -1.47 -1.30 0.30
N -0.24 -0.67 0.37
C 0.65 -1.44 0.99
C 1.85 -0.93 1.53
C 2.82 -1.74 2.18
C 3.93 -1.15 2.72
C 4.09 0.24 2.64
C 3.11 0.96 1.99
N 2.03 0.42 1.45
C -3.83 -1.50 0.23
C -3.83 -2.88 0.04
C -5.01 -3.56 -0.19
C -6.22 -2.88 -0.24
C -6.24 -1.51 -0.05
C -5.06 -0.83 0.20
H -5.91 1.06 0.31
H -4.01 2.17 1.22
H 0.36 -2.47 1.24
H 2.67 -2.81 2.23
H 4.69 -1.76 3.22
H 4.95 0.74 3.06
H 3.18 2.04 1.89
H -2.88 -3.40 0.07
H -5.00 -4.64 -0.34
H -7.15 -3.40 -0.44
H -7.17 -0.96 -0.09
C -1.23 2.13 4.73
C -0.78 1.51 3.43
N -0.89 0.27 3.18
O -1.48 -0.45 4.21
C -0.19 2.38 2.40
C 0.22 3.78 2.76
N -0.02 1.95 1.20
O 0.52 2.77 0.30
H -2.00 1.51 5.17
H -1.60 3.14 4.58
H -0.39 2.18 5.43
H -1.51 -1.33 3.83
H 0.69 3.80 3.75
H -0.63 4.46 2.77
H 0.93 4.13 2.01
O 2.81 1.32 -3.71
As 0.97 1.49 -3.72
O 0.86 2.26 -5.15
O 0.69 2.26 -2.27
C 0.63 -0.44 -3.61
C 1.52 -1.40 -4.06
C 1.25 -2.74 -3.84
C 0.09 -3.13 -3.16
C -0.83 -2.18 -2.75
C -0.55 -0.84 -2.98
S -1.73 0.46 -2.71
O -1.53 1.35 -3.83
O -3.05 -0.12 -2.63
O -1.34 1.09 -1.42
H 3.07 1.64 -4.59
H 2.43 -1.09 -4.57
H 1.94 -3.50 -4.19
H -0.10 -4.18 -2.98
H -1.76 -2.44 -2.26
N 5.27 2.28 -0.98
C 4.40 1.21 -1.07
C 3.02 1.42 -1.00
N 2.15 0.40 -1.08
C 2.70 -0.82 -1.22
C 4.06 -1.00 -1.23
N 4.94 0.00 -1.16
H 4.88 3.15 -1.33
H 6.18 2.07 -1.34
H 2.62 2.42 -0.94
H 2.02 -1.66 -1.30
H 4.48 -1.99 -1.32

# 2
64
Properties=species:S:1:pos:R:3 method="wB97M-V/def2-TZVPD" total_energy_ha=-1913.81811 lumo_energy_ha=-0.4232 multiplicity=1 gap_ha=0.085 charge=+2
C 0.40 3.42 4.48
C -0.21 3.95 3.23
C -0.43 5.35 3.18
C -0.95 5.97 2.08
C -1.31 5.18 1.00
C -1.12 3.78 1.03
C -1.58 3.01 -0.19
C -0.63 1.96 -0.70
C 0.73 2.08 -0.44
C 1.61 1.11 -0.86
C 3.08 1.16 -0.58
C 3.35 0.14 0.58
C 4.87 -0.10 0.81
F 5.63 0.57 -0.11
C 1.10 -0.04 -1.59
C -0.24 -0.17 -1.85
C -1.16 0.81 -1.43
C -2.61 0.63 -1.70
C -3.20 -0.65 -0.99
C -4.75 -0.52 -0.91
I -5.51 -1.86 0.57
C -0.70 -1.43 -2.60
O -1.53 -1.41 -3.48
C 0.01 -2.69 -2.14
C -0.65 -3.88 -1.97
C 0.11 -4.97 -1.51
B -0.56 -6.38 -1.22
N -0.34 -6.98 0.10
O -1.35 -7.06 -2.13
C 1.48 -4.83 -1.25
C 2.13 -3.62 -1.44
C 1.38 -2.55 -1.88
C 1.99 -1.19 -2.07
O 3.08 -1.02 -2.59
C -0.57 3.18 2.14
H -0.05 2.48 4.85
H 1.56 3.34 4.39
H 0.23 4.16 5.27
H -0.16 5.96 4.05
H -1.13 7.05 2.05
H -1.73 5.63 0.09
H -2.51 2.48 0.11
H -1.90 3.70 -1.00
H 1.11 2.93 0.11
H 3.38 2.18 -0.28
H 3.67 0.93 -1.47
H 2.83 0.53 1.46
H 2.85 -0.80 0.32
H 5.12 0.21 1.84
H 5.05 -1.18 0.79
H -3.21 1.48 -1.36
H -2.83 0.53 -2.78
H -3.02 -1.55 -1.58
H -2.74 -0.75 0.00
H -5.01 0.53 -0.72
H -5.13 -0.84 -1.89
H -1.71 -3.95 -2.16
H -1.26 -7.05 0.53
H 0.22 -6.37 0.68
H -2.17 -7.29 -1.67
H 2.05 -5.68 -0.87
H 3.19 -3.46 -1.24
H -0.41 2.10 2.15
Pd 2.19 1.76 4.79

# 3
66
Properties=species:S:1:pos:R:3 method="wB97M-V/def2-TZVPD" total_energy_ha=-6779.84082 de_lowest_kj_mol=0.0 lumo_energy_ha="-0.2951 / -0.4200" s2=6.06 multiplicity=5 gap_ha="0.284 / 0.158" charge=+3
Ir 1.23 -0.94 0.95
C 3.20 0.97 2.82
O 1.98 1.11 2.06
C 1.32 2.30 2.03
C 1.82 3.50 2.43
C 1.02 4.66 2.34
Br 1.75 6.30 2.89
C -0.28 4.62 1.87
C -0.82 3.41 1.46
C 0.00 2.23 1.51
O -0.42 1.07 1.07
C -2.18 3.27 1.02
N -2.68 2.07 0.68
C -3.97 2.27 0.32
C -4.95 1.37 -0.12
C -6.17 1.89 -0.46
C -6.44 3.27 -0.38
C -5.50 4.18 0.08
C -4.27 3.66 0.43
N -3.10 4.25 0.88
H 3.40 1.84 3.43
H 4.02 0.80 2.14
H 3.07 0.12 3.48
H 2.83 3.60 2.82
H -0.86 5.53 1.85
H -1.43 1.22 0.72
H -4.74 0.31 -0.15
H -6.96 1.22 -0.80
H -7.42 3.63 -0.68
H -5.73 5.23 0.15
H -3.00 5.22 1.13
O 6.75 -4.03 0.55
C 5.70 -3.25 0.50
C 5.44 -2.30 -0.50
C 4.29 -1.55 -0.43
N 3.39 -1.68 0.55
C 3.66 -2.58 1.50
Br 2.32 -2.67 2.86
C 4.77 -3.38 1.55
H 7.37 -3.91 -0.19
H 6.13 -2.16 -1.32
H 4.07 -0.81 -1.18
H 4.95 -4.09 2.34
C -1.17 -1.72 -4.00
N -0.16 -0.95 -3.23
C -0.81 0.10 -2.41
C 0.78 -1.83 -2.42
C 0.07 -2.68 -1.39
C -0.44 -3.91 -1.79
C -1.15 -4.71 -0.91
C -1.33 -4.30 0.40
C -0.77 -3.10 0.82
C -0.04 -2.27 -0.04
H -1.74 -1.04 -4.62
H -1.84 -2.22 -3.30
H -0.68 -2.46 -4.63
H 0.43 -0.47 -3.92
H -1.49 -0.37 -1.70
H -1.36 0.78 -3.06
H -0.05 0.65 -1.86
H 1.49 -1.17 -1.92
H 1.31 -2.45 -3.14
H -0.28 -4.26 -2.81
H -1.57 -5.65 -1.25
H -1.88 -4.92 1.10
H -0.90 -2.82 1.86

# 4
65
Properties=species:S:1:pos:R:3 method="wB97M-V/def2-TZVPD" total_energy_ha=-4754.26272 de_lowest_kj_mol=226.8 lumo_energy_ha="-0.4261 / -0.4264" multiplicity=1 gap_ha="0.166 / 0.166" charge=+3
Pd -0.26 -0.19 -0.15
N 1.80 2.34 2.92
C 1.47 1.48 1.97
S 0.37 2.01 0.72
N 2.00 0.28 1.94
N 1.61 -0.59 1.07
C 2.27 -1.72 0.86
C 3.40 -2.15 1.68
C 4.58 -2.59 1.06
C 5.68 -2.92 1.83
C 5.60 -2.88 3.22
C 4.43 -2.45 3.84
C 3.35 -2.06 3.08
C 1.81 -2.47 -0.30
C 2.25 -3.77 -0.60
C 1.83 -4.37 -1.78
C 0.98 -3.67 -2.63
C 0.54 -2.42 -2.23
N 0.93 -1.84 -1.10
H 1.50 3.31 2.88
H 2.52 2.10 3.59
H 4.66 -2.60 -0.02
H 6.61 -3.18 1.35
H 6.44 -3.21 3.82
H 4.37 -2.44 4.92
H 2.43 -1.78 3.57
H 2.90 -4.29 0.08
H 2.16 -5.37 -2.03
H 0.66 -4.09 -3.57
H -0.15 -1.86 -2.86
Br -2.75 3.92 -3.80
C -3.51 2.22 -4.21
C -4.65 2.17 -5.00
C -5.21 0.95 -5.34
C -4.63 -0.23 -4.89
C -3.50 -0.19 -4.09
C -2.95 1.03 -3.74
I -1.18 1.10 -2.52
H -5.09 3.09 -5.36
H -6.10 0.92 -5.95
H -5.05 -1.18 -5.17
H -3.05 -1.11 -3.75
C -4.88 1.37 2.53
N -3.53 1.80 2.15
C -3.41 1.95 0.69
C -2.46 0.90 2.69
C -2.55 -0.52 2.17
C -3.34 -1.43 2.88
C -3.50 -2.73 2.43
C -2.88 -3.14 1.26
C -2.06 -2.25 0.57
C -1.89 -0.95 1.02
H -5.62 2.07 2.14
H -4.98 1.33 3.61
H -5.09 0.38 2.12
H -3.37 2.72 2.56
H -3.56 0.98 0.21
H -2.41 2.32 0.42
H -4.15 2.65 0.32
H -2.55 0.90 3.78
H -1.49 1.33 2.42
H -3.82 -1.12 3.79
H -4.12 -3.42 2.98
H -3.01 -4.15 0.89
H -1.60 -2.61 -0.34

Which of these has the lowest charge? C28H28AsN10O8STi

Which value of charge does entry 3 give? +3